Computed, not measured: a 8-piece molecular cluster, C28H50O24 overall at a distorted geometry, with the ωB97M-V functional and the def2-TZVPD basis.

The HOMO-LUMO gap is 10.527 eV. The LUMO energy is 0.31 eV. The calculation puts the molar mass at 770.684 g mol⁻¹. As for the SMILES: C[C@H]1COC(=O)O1.C[C@H]1COC(=O)O1.C[C@H]1COC(=O)O1.CCOC(=O)OC.COC(=O)OC.COC(=O)OC.COC(=O)OC.COC(=O)OC.

Each atom is followed by the atoms it is bonded to, with distances in Å.
Element x y z (Å)
1 C 0.35 1.72 7.52  C2 1.526, H8 1.088, H9 1.089, H10 1.093
2 C -0.11 1.31 6.13  C1 1.526, C3 1.549, O7 1.438, H11 1.090
3 C 0.98 1.32 5.03  C2 1.549, O4 1.410, H12 1.092, H13 1.092
4 O 0.84 0.05 4.41  C3 1.410, C5 1.365
5 C 0.08 -0.77 5.19  O4 1.365, O6 1.195, O7 1.319
6 O -0.10 -1.92 4.95  C5 1.195
7 O -0.49 -0.08 6.16  C2 1.438, C5 1.319
8 H 1.13 1.06 7.91  C1 1.088
9 H -0.52 1.77 8.18  C1 1.089
10 H 0.78 2.73 7.54  C1 1.093
11 H -1.03 1.82 5.86  C2 1.090
12 H 1.98 1.51 5.41  C3 1.092
13 H 0.82 2.18 4.38  C3 1.092
14 C 5.48 2.79 -0.61  C15 1.529, H21 1.088, H22 1.089, H23 1.087
15 C 4.05 2.69 -0.08  C14 1.529, C16 1.552, O20 1.435, H24 1.094
16 C 3.58 1.26 0.29  C15 1.552, O17 1.423, H25 1.093, H26 1.087
17 O 3.04 1.39 1.60  C16 1.423, C18 1.333
18 C 3.38 2.58 2.11  O17 1.333, O19 1.196, O20 1.340
19 O 3.14 2.95 3.22  C18 1.196
20 O 3.88 3.39 1.16  C15 1.435, C18 1.340
21 H 5.66 3.84 -0.85  C14 1.088
22 H 5.52 2.21 -1.53  C14 1.089
23 H 6.16 2.44 0.17  C14 1.087
24 H 3.28 3.18 -0.68  C15 1.094
25 H 4.46 0.62 0.37  C16 1.093
26 H 2.89 0.91 -0.47  C16 1.087
27 C -0.20 1.08 1.34  C28 1.502, H34 1.088, H35 1.093, H36 1.093
28 C 0.30 -0.30 0.99  C27 1.502, C29 1.535, O33 1.423, H37 1.095
29 C -0.11 -1.53 1.82  C28 1.535, O30 1.411, H38 1.091, H39 1.087
30 O -0.64 -2.37 0.82  C29 1.411, C31 1.343
31 C -0.36 -1.95 -0.42  O30 1.343, O32 1.186, O33 1.357
32 O -0.56 -2.54 -1.43  C31 1.186
33 O 0.03 -0.65 -0.36  C28 1.423, C31 1.357
34 H 0.49 1.89 1.10  C27 1.088
35 H -0.37 1.18 2.42  C27 1.093
36 H -1.18 1.31 0.92  C27 1.093
37 H 1.38 -0.27 1.16  C28 1.095
38 H -0.89 -1.24 2.52  C29 1.091
39 H 0.71 -1.97 2.37  C29 1.087
40 C -3.77 -2.56 0.71  O41 1.442, H46 1.084, H47 1.087, H48 1.089
41 O -3.55 -1.14 0.85  C40 1.442, C42 1.314
42 C -4.21 -0.32 0.06  O41 1.314, O43 1.188, O44 1.338
43 O -5.17 -0.56 -0.59  C42 1.188
44 O -3.65 0.89 0.18  C42 1.338, C45 1.424
45 C -4.42 1.98 -0.31  O44 1.424, H49 1.082, H50 1.095, H51 1.089
46 H -2.99 -3.03 1.29  C40 1.084
47 H -3.75 -2.80 -0.35  C40 1.087
48 H -4.74 -2.79 1.15  C40 1.089
49 H -3.86 2.52 -1.05  C45 1.082
50 H -4.59 2.66 0.54  C45 1.095
51 H -5.45 1.75 -0.58  C45 1.089
52 C -0.46 -5.47 2.20  O53 1.428, H58 1.085, H59 1.090, H60 1.089
53 O -0.64 -5.50 0.78  C52 1.428, C54 1.332
54 C 0.40 -5.97 0.10  O53 1.332, O55 1.202, O56 1.307
55 O 1.43 -6.31 0.62  C54 1.202
56 O 0.11 -5.99 -1.18  C54 1.307, C57 1.424
57 C 1.14 -6.37 -2.09  O56 1.424, H61 1.087, H62 1.088, H63 1.088
58 H -1.33 -4.92 2.57  C52 1.085
59 H 0.46 -4.94 2.47  C52 1.090
60 H -0.37 -6.46 2.63  C52 1.089
61 H 1.04 -7.42 -2.33  C57 1.087
62 H 2.13 -6.14 -1.71  C57 1.088
63 H 1.01 -5.77 -2.99  C57 1.088
64 C -2.64 -5.05 -2.98  O65 1.409, H70 1.092, H71 1.088, H72 1.093
65 O -3.77 -4.24 -2.74  C64 1.409, C66 1.325
66 C -3.79 -2.93 -2.98  O65 1.325, O67 1.192, O68 1.325
67 O -4.75 -2.27 -2.74  C66 1.192
68 O -2.63 -2.54 -3.49  C66 1.325, C69 1.428
69 C -2.49 -1.19 -3.93  O68 1.428, H73 1.093, H74 1.084, H75 1.089
70 H -2.26 -4.88 -3.99  C64 1.092
71 H -2.80 -6.11 -2.86  C64 1.088
72 H -1.84 -4.79 -2.29  C64 1.093
73 H -2.27 -0.59 -3.04  C69 1.093
74 H -3.36 -0.85 -4.48  C69 1.084
75 H -1.56 -1.12 -4.49  C69 1.089
76 C 1.60 -0.85 -3.51  O77 1.425, H82 1.093, H83 1.088, H84 1.087
77 O 1.17 0.32 -4.19  C76 1.425, C78 1.318
78 C 1.80 0.77 -5.26  O77 1.318, O79 1.211, O80 1.324
79 O 2.71 0.22 -5.85  C78 1.211
80 O 1.29 1.94 -5.59  C78 1.324, C81 1.412
81 C 1.54 2.46 -6.88  O80 1.412, H85 1.089, H86 1.088, H87 1.092
82 H 2.15 -0.55 -2.62  C76 1.093
83 H 2.24 -1.54 -4.05  C76 1.088
84 H 0.67 -1.31 -3.18  C76 1.087
85 H 0.63 2.74 -7.43  C81 1.089
86 H 2.13 1.83 -7.54  C81 1.088
87 H 2.10 3.39 -6.80  C81 1.092
88 C 1.48 6.07 1.96  C89 1.539, H95 1.089, H96 1.089, H97 1.088
89 C 0.34 5.06 1.72  C88 1.539, O90 1.412, H98 1.092, H99 1.092
90 O 0.56 4.27 0.57  C89 1.412, C91 1.320
91 C -0.46 3.99 -0.23  O90 1.320, O92 1.196, O93 1.335
92 O -1.60 4.29 -0.09  C91 1.196
93 O 0.06 3.30 -1.25  C91 1.335, C94 1.420
94 C -0.77 2.65 -2.20  O93 1.420, H100 1.087, H101 1.086, H102 1.096
95 H 1.11 6.95 2.49  C88 1.089
96 H 1.85 6.42 1.00  C88 1.089
97 H 2.26 5.63 2.59  C88 1.088
98 H -0.56 5.67 1.66  C89 1.092
99 H 0.18 4.40 2.57  C89 1.092
100 H -1.55 2.02 -1.79  C94 1.087
101 H -0.15 2.11 -2.92  C94 1.086
102 H -1.25 3.44 -2.78  C94 1.096